Record 1
The following is a quantum chemistry calculation of a structure of composition C49H57CrN4O6P, from OMol25.

Cartesian coordinates (Å):
1 Cr 0.042 -0.204 0.047
2 P 0.268 -0.310 2.773
3 O 3.979 5.492 0.322
4 O -7.397 0.372 1.990
5 O -1.874 3.194 -0.715
6 O -1.391 1.110 -0.073
7 O -1.176 -1.561 0.437
8 O 2.439 6.239 -1.176
9 N 1.684 -1.386 -0.381
10 N 1.165 1.498 -0.234
11 N -4.904 -0.435 1.652
12 N -0.264 -0.611 -1.943
13 C -7.541 -2.793 3.880
14 C 4.127 0.544 5.164
15 C -7.971 -1.595 3.311
16 C -3.495 -2.044 0.374
17 C -4.495 -2.968 0.009
18 C 2.497 1.655 -0.179
19 C 3.786 -2.412 0.087
20 C -5.762 -1.244 2.391
21 C 2.692 -1.652 0.449
22 C 1.743 -1.852 -1.640
23 C 3.617 1.674 4.256
24 C -5.345 -2.426 2.984
25 C -2.155 -2.334 -0.022
26 C 3.099 2.889 -0.235
27 C -1.001 2.248 2.844
28 C -3.732 -0.809 1.032
29 C -8.673 0.922 2.265
30 C -0.387 -1.968 3.281
31 C -0.924 1.029 5.065
32 C -2.908 -4.302 -1.212
33 C -1.075 2.338 -0.423
34 C 0.325 -3.151 2.608
35 C 1.800 -0.013 3.786
36 C 2.728 -1.225 4.023
37 C -0.698 -1.523 -4.504
38 C -1.244 -4.533 4.063
39 C -0.977 0.863 3.524
40 C 2.984 5.425 -0.419
41 C -0.502 -3.731 5.125
42 C 2.323 4.032 -0.407
43 C 0.430 -1.922 -3.800
44 C 2.617 1.155 3.213
45 C -1.359 -0.245 -2.607
46 C -0.557 -4.404 2.689
47 C -1.890 -3.427 -0.834
48 C 0.610 -1.455 -2.514
49 C -6.230 -3.204 3.719
50 C -4.206 -4.076 -0.771
51 C 2.801 -2.634 -2.073
52 C 4.153 -0.778 4.403
53 C -1.783 3.247 3.691
54 C -7.089 -0.822 2.576
55 C -1.040 3.556 4.995
56 C -0.246 2.335 5.480
57 C -1.610 -0.683 -3.897
58 C 0.947 3.862 -0.531
59 C 0.410 2.601 -0.412
60 C -0.521 -2.230 4.799
61 C 3.834 -2.923 -1.198
62 H -0.358 4.394 4.839
63 H -9.466 0.318 1.817
64 H -8.844 1.004 3.341
65 H 3.474 0.435 6.036
66 H -5.886 -4.127 4.169
67 H -2.510 -0.366 -4.402
68 H -0.136 2.361 6.565
69 H 0.766 2.367 5.066
70 H 2.821 -3.006 -3.086
71 H -0.438 0.188 5.549
72 H -2.769 2.822 3.905
73 H -2.271 -4.169 4.003
74 H -2.037 0.409 -2.074
75 H -2.992 -0.028 0.934
76 H -8.681 1.912 1.819
77 H 4.169 2.995 -0.119
78 H 1.981 1.972 2.872
79 H 1.427 0.295 4.765
80 H -1.951 1.033 5.444
81 H 2.317 -1.845 4.822
82 H -4.319 -2.733 2.842
83 H 3.154 0.808 2.326
84 H -2.682 -5.160 -1.833
85 H 1.147 -2.592 -4.249
86 H 0.530 -4.088 5.192
87 H 4.763 -0.652 3.501
88 H -1.921 0.369 3.263
89 H 4.453 2.151 3.741
90 H -1.393 -1.933 2.845
91 H 4.578 -2.591 0.801
92 H 2.783 -1.876 3.152
93 H -1.461 -1.799 5.152
94 H -4.998 -4.760 -1.046
95 H -0.862 -1.878 -5.513
96 H 3.146 2.450 4.862
97 H -1.309 -5.582 4.356
98 H 1.278 -3.343 3.108
99 H -0.862 -3.613 -1.128
100 H -8.239 -3.393 4.448
101 H 4.632 -1.560 4.994
102 H 2.606 -1.224 1.434
103 H -0.948 -3.890 6.108
104 H 5.118 0.788 5.548
105 H 4.670 -3.529 -1.520
106 H -1.470 2.146 1.874
107 H -1.311 -4.361 1.900
108 H -8.997 -1.282 3.437
109 H -1.751 3.869 5.763
110 H 0.057 -5.286 2.491
111 H 3.091 0.759 -0.065
112 H -5.516 -2.788 0.318
113 H 0.009 2.636 2.677
114 H 0.538 -2.930 1.563
115 H -1.957 4.162 3.123
116 H 0.295 4.706 -0.709
117 H 0.275 -1.741 5.363
118 H -5.151 0.542 1.620

Values from the calculation:
HOMO (alpha / beta) ... -5.9 / -7.5 eV
Largest force on an atom ... 1.14 eV/Å
2S+1 ... 5
Molecular weight ... 880.987 g/mol
Gap between HOMO and LUMO (alpha / beta) ... 4.341 / 5.804 eV

Here are the Löwdin charges for atoms 1 to 4, given in e: 0.790 1.153 -0.030 -0.087

Record 2
The following is a quantum chemistry calculation of a cluster of 18 separate species, H36O18 in total, from OMol25.

Cartesian coordinates (Å):
1 O -2.477 -2.429 1.574
2 O -0.192 -1.369 -0.854
3 O 2.485 4.247 2.483
4 O -3.538 2.884 -3.417
5 O 2.526 2.445 -3.528
6 O 0.277 -0.998 2.231
7 O -2.675 -2.518 -2.065
8 O 1.219 -4.002 2.114
9 O 0.429 3.183 -0.508
10 O 1.628 -2.476 -2.525
11 O -0.943 4.180 -3.814
12 O -0.862 1.256 -3.331
13 O -0.293 2.643 2.376
14 O 2.418 -0.384 3.860
15 O -2.013 -0.027 2.581
16 O -1.011 -4.752 0.635
17 O 0.158 -2.621 4.297
18 O 3.264 0.599 -1.598
19 H -0.181 3.742 -0.992
20 H 2.904 1.594 -3.609
21 H -2.650 -0.707 2.319
22 H -2.828 -2.001 -2.854
23 H -1.115 2.093 -3.732
24 H -3.366 2.300 -4.162
25 H 0.300 -0.621 1.339
26 H 2.142 -3.765 1.976
27 H 1.858 -1.582 -2.774
28 H -2.979 3.648 -3.556
29 H 1.134 -2.542 -1.702
30 H -1.203 -5.678 0.814
31 H 0.274 -2.946 3.371
32 H -0.940 1.251 -2.381
33 H 1.740 2.320 -2.991
34 H 2.925 0.018 3.144
35 H -0.745 -1.272 -1.640
36 H -0.725 -0.829 2.469
37 H 4.118 0.176 -1.616
38 H -2.420 0.625 3.156
39 H -1.901 -2.973 1.043
40 H 0.088 3.219 0.393
41 H 3.156 1.531 -1.689
42 H 1.543 4.392 2.583
43 H -0.968 2.983 2.947
44 H -0.299 -0.513 -0.499
45 H -0.517 4.833 -4.399
46 H -0.076 3.961 -3.431
47 H -2.827 -2.975 2.271
48 H 0.929 -2.031 4.299
49 H 1.926 -1.023 3.325
50 H -3.413 -3.050 -1.769
51 H 1.291 -4.727 2.752
52 H -0.096 1.723 2.439
53 H -0.078 -4.719 0.930
54 H 2.597 3.688 1.716

Values from the calculation:
HOMO (alpha / beta) ... -13.0 / -13.0 eV
Largest force on an atom ... 2.67 eV/Å
2S+1 ... 2
Net charge ... +1
Molecular weight ... 324.270 g/mol
ΔE to the lowest compared entry with this formula, charge and spin ... 23.84 kcal per mole
Gap between HOMO and LUMO (alpha / beta) ... 9.595 / 2.723 eV

Here are the Löwdin charges for atoms 1 to 4, given in e: -0.022 -0.024 -0.048 -0.057